(1)
{"formula": "C24H43FMoP2", "method": "ωB97M-V with the def2-TZVPD basis set", "fmax_ev_per_a": 2.91, "de_lowest_kj_mol": 582.0, "orbital_gap_ev": [5.65, 5.10], "total_charge": 2, "multiplicity": 3, "lumo_energy_ev": [-7.552, -8.098], "species": ["Mo", "C", "C", "C", "C", "C", "C", "H", "H", "H", "C", "H", "H", "H", "C", "H", "H", "H", "C", "H", "H", "H", "C", "H", "H", "H", "C", "C", "C", "C", "C", "C", "C", "C", "H", "H", "H", "H", "H", "H", "H", "H", "H", "H", "H", "H", "P", "P", "C", "C", "H", "H", "H", "H", "C", "H", "H", "H", "C", "H", "H", "H", "C", "H", "H", "H", "C", "H", "H", "H", "F"], "positions_angstrom": [[-0.047, 0.790, -2.127], [1.133, 2.754, 1.696], [-0.256, 2.655, 1.960], [0.799, 0.936, 3.056], [1.780, 1.681, 2.358], [-0.474, 1.500, 2.751], [1.813, 3.808, 0.907], [1.117, 4.483, 0.405], [2.469, 3.412, 0.119], [2.433, 4.413, 1.584], [3.235, 1.388, 2.326], [3.699, 1.798, 1.421], [3.417, 0.306, 2.349], [3.764, 1.823, 3.187], [1.088, -0.214, 3.950], [1.748, 0.075, 4.785], [1.597, -1.040, 3.426], [0.169, -0.599, 4.399], [-1.783, 0.996, 3.223], [-2.126, 1.554, 4.105], [-1.732, -0.068, 3.489], [-2.573, 1.104, 2.472], [-1.318, 3.549, 1.466], [-1.785, 4.133, 2.271], [-2.096, 2.955, 0.971], [-0.926, 4.263, 0.745], [0.382, -0.388, -3.731], [0.087, 0.989, -4.113], [-1.280, 1.342, -4.647], [-2.466, 1.197, -3.599], [-2.047, 0.969, -2.171], [-1.640, -0.348, -1.716], [-1.712, -1.514, -2.677], [-0.669, -1.476, -3.843], [-1.536, 0.761, -5.547], [-3.182, 0.430, -3.918], [-1.289, 2.387, -4.998], [-1.170, -1.471, -4.827], [1.414, -0.718, -3.891], [0.918, 1.576, -4.516], [-0.156, -2.447, -3.857], [-1.584, -2.444, -2.101], [-1.748, -0.572, -0.655], [-2.736, -1.628, -3.074], [-3.088, 2.106, -3.665], [-2.522, 1.588, -1.417], [2.173, -1.967, 0.719], [-0.545, -2.438, 1.668], [1.226, -3.253, -0.274], [0.012, -3.777, 0.484], [1.966, -4.054, -0.410], [0.904, -2.862, -1.263], [-0.815, -4.018, -0.201], [0.297, -4.672, 1.060], [-0.346, -3.572, 3.140], [-0.860, -3.158, 4.013], [0.708, -3.714, 3.396], [-0.791, -4.546, 2.901], [-2.362, -2.663, 1.617], [-2.614, -3.626, 1.160], [-2.813, -1.848, 1.043], [-2.751, -2.622, 2.641], [3.103, -1.412, -0.795], [3.727, -0.536, -0.564], [2.445, -1.164, -1.668], [3.780, -2.244, -1.053], [0.291, 2.750, -1.815], [-0.040, 3.340, -0.946], [-0.365, 3.057, -2.630], [1.290, 3.074, -2.147], [3.257, -2.863, 1.594]]}


(2)
{"formula": "C24H43N2NdP3S", "method": "ωB97M-V with the def2-TZVPD basis set", "fmax_ev_per_a": 2.83, "orbital_gap_ev": [6.66, 6.87], "total_charge": 3, "multiplicity": 4, "lumo_energy_ev": [-9.784, -9.575], "species": ["Nd", "P", "P", "P", "H", "C", "C", "H", "C", "C", "C", "C", "C", "C", "C", "C", "C", "H", "H", "H", "H", "H", "H", "H", "H", "H", "H", "H", "H", "H", "H", "H", "H", "H", "H", "H", "H", "H", "H", "H", "H", "H", "H", "H", "H", "H", "C", "C", "C", "C", "C", "C", "S", "H", "H", "H", "H", "H", "H", "N", "C", "N", "C", "C", "C", "C", "C", "C", "H", "H", "H", "H", "H", "H"], "positions_angstrom": [[-0.694, -0.138, -0.128], [1.925, 0.885, 1.343], [-2.030, 2.017, 0.722], [0.854, 1.477, -1.946], [-0.066, -4.073, -0.420], [0.942, -3.802, -0.798], [1.799, -3.037, -0.055], [1.619, -2.819, 1.048], [2.424, 0.397, 3.059], [1.881, 2.696, 1.729], [3.624, 0.912, 0.631], [-3.585, 1.620, -0.193], [-2.589, 2.326, 2.411], [-1.654, 3.655, 0.063], [2.188, 0.602, -2.837], [1.534, 3.175, -1.834], [-0.526, 1.840, -3.114], [1.176, -4.250, -1.776], [2.675, -2.528, -0.461], [2.438, -0.691, 3.141], [1.708, 0.780, 3.791], [3.417, 0.802, 3.285], [1.053, 2.908, 2.419], [1.762, 3.286, 0.811], [2.841, 2.945, 2.212], [3.961, -0.116, 0.457], [4.287, 1.405, 1.352], [3.645, 1.475, -0.309], [-4.209, 2.489, 0.028], [-4.059, 0.696, 0.174], [-3.424, 1.557, -1.281], [-3.540, 2.860, 2.354], [-1.833, 2.926, 2.931], [-2.723, 1.385, 2.956], [-2.539, 4.249, 0.325], [-1.534, 3.629, -1.032], [-0.746, 4.053, 0.545], [2.175, 0.888, -3.905], [2.062, -0.496, -2.777], [3.175, 0.861, -2.397], [1.654, 3.522, -2.870], [2.501, 3.197, -1.315], [0.822, 3.832, -1.311], [-0.034, 2.167, -4.031], [-1.147, 2.686, -2.753], [-1.132, 0.955, -3.397], [-0.607, -2.595, -4.345], [-1.638, -2.368, -5.276], [-1.714, -3.120, -6.478], [-0.796, -4.164, -6.694], [0.278, -4.345, -5.799], [0.381, -3.548, -4.653], [-0.494, -1.470, -2.873], [-1.148, -1.784, -1.634], [-2.425, -1.591, -5.145], [-2.493, -2.924, -7.236], [-0.916, -4.876, -7.542], [0.987, -5.146, -5.980], [1.220, -3.686, -3.957], [-0.983, -2.670, 3.759], [-0.897, -2.192, 2.490], [-0.833, -0.845, 2.492], [-0.792, -0.458, 3.867], [-0.602, 0.775, 4.496], [-0.667, 0.855, 5.898], [-0.925, -0.270, 6.699], [-1.022, -1.529, 6.058], [-0.939, -1.595, 4.660], [-1.057, -3.645, 4.060], [-0.888, -2.883, 1.632], [-0.381, 1.638, 3.871], [-0.558, 1.835, 6.369], [-0.975, -0.156, 7.790], [-1.197, -2.448, 6.625]]}


(3)
{"formula": "C24H43N2OOsP3S", "method": "ωB97M-V with the def2-TZVPD basis set", "fmax_ev_per_a": 5.88, "de_lowest_kj_mol": 647.4, "orbital_gap_ev": [4.56, 4.73], "total_charge": 4, "multiplicity": 5, "lumo_energy_ev": [-14.215, -14.869], "species": ["Os", "P", "P", "P", "H", "C", "C", "H", "C", "C", "C", "C", "C", "C", "C", "C", "C", "H", "H", "H", "H", "H", "H", "H", "H", "H", "H", "H", "H", "H", "H", "H", "H", "H", "H", "H", "H", "H", "H", "H", "H", "H", "H", "H", "H", "H", "C", "C", "C", "C", "C", "C", "O", "H", "H", "H", "H", "H", "H", "N", "C", "N", "C", "C", "C", "C", "C", "C", "S", "H", "H", "H", "H", "H", "H"], "positions_angstrom": [[-0.150, -0.945, -0.365], [-2.402, -1.022, -0.129], [1.421, -1.860, 0.856], [-0.528, -0.866, -2.827], [-0.444, 3.808, -0.582], [-1.143, 3.440, -1.365], [-2.409, 3.194, -1.027], [-2.655, 3.153, 0.026], [-3.536, -0.070, 0.979], [-2.484, -2.770, 0.506], [-3.672, -1.203, -1.510], [2.717, -0.843, 1.621], [0.705, -2.816, 2.236], [2.105, -3.028, -0.358], [-1.640, 0.312, -3.636], [-0.773, -2.704, -2.994], [1.061, -0.570, -3.659], [-0.682, 3.244, -2.344], [-3.103, 2.593, -1.661], [-3.006, 0.748, 1.474], [-3.978, -0.689, 1.795], [-4.354, 0.416, 0.416], [-2.311, -2.795, 1.587], [-1.687, -3.369, 0.037], [-3.455, -3.237, 0.279], [-3.979, -0.214, -1.829], [-4.536, -1.790, -1.183], [-3.226, -1.708, -2.357], [3.471, -0.547, 0.872], [3.309, -1.201, 2.472], [2.200, 0.095, 1.910], [1.366, -3.379, 2.878], [-0.049, -3.540, 1.911], [0.163, -2.124, 2.887], [3.005, -3.556, -0.090], [2.304, -2.462, -1.284], [1.342, -3.783, -0.594], [-1.187, 0.306, -4.649], [-1.485, 1.270, -3.108], [-2.689, -0.031, -3.636], [-0.676, -2.795, -4.075], [-1.736, -3.060, -2.593], [0.079, -3.208, -2.475], [1.205, -1.180, -4.612], [1.848, -0.815, -2.932], [1.108, 0.536, -3.812], [3.226, 2.043, -0.922], [4.577, 1.679, -0.454], [5.594, 1.654, -1.387], [5.440, 2.027, -2.709], [4.143, 2.311, -3.146], [3.098, 2.385, -2.290], [2.118, 1.888, -0.334], [0.416, -1.883, -1.611], [4.755, 1.270, 0.515], [6.578, 1.364, -1.074], [6.255, 2.099, -3.418], [3.934, 2.469, -4.172], [2.069, 2.512, -2.608], [0.893, 3.064, 1.530], [0.151, 2.275, 2.364], [-0.346, 1.064, 2.193], [-1.086, 0.699, 3.360], [-1.770, -0.486, 3.596], [-2.532, -0.618, 4.766], [-2.581, 0.409, 5.725], [-1.881, 1.605, 5.517], [-1.126, 1.749, 4.338], [-0.231, 3.176, 3.810], [1.312, 3.858, 1.975], [1.481, 2.556, 0.815], [-1.739, -1.285, 2.809], [-3.103, -1.544, 4.919], [-3.189, 0.283, 6.632], [-1.895, 2.440, 6.209]]}